(1)
Density functional theory data (wB97M-V/def2-TZVPD) for C17H27BHfNO4P2 as an isolated structure.

- orbital gap (spin up / spin down) (eV) = 4.506 / 4.504
- LUMO (spin up / spin down) (eV) = -11.113 / -11.114
- E (eV) = -48282.67756

ORCA input file:
```
! RIJCOSX wB97M-V def2-TZVPD def2/J DEFGRID3
* xyz 3 1
H -3.18 -1.91 0.48
H -1.71 -4.41 -0.87
H -4.24 -0.07 3.13
H 1.82 4.26 0.63
C -0.60 -1.95 -2.37
C -0.89 -3.94 -0.31
H 0.42 3.55 1.45
H 3.94 1.89 -0.10
H 3.32 1.78 -1.77
H -3.21 -2.80 -1.08
H 2.01 3.13 2.00
N 0.08 0.36 -2.12
H 0.05 -4.39 -0.62
H 3.99 -1.16 -0.98
P -0.93 -2.14 -0.53
H 3.28 3.35 -0.94
H 5.30 0.11 0.38
O 0.12 -0.41 2.64
C -0.86 1.10 -4.64
H -0.44 3.15 -3.94
H -1.24 -1.06 -4.89
H -1.40 -2.51 -2.85
H -1.14 1.39 -5.65
O 3.13 -1.42 -1.44
H 0.30 -0.05 5.28
H 1.11 3.47 -1.95
H 0.33 -2.50 -2.62
Hf 1.14 -0.48 -0.39
P 1.51 2.01 -0.06
H -0.35 3.20 -0.99
C -0.92 -0.25 -4.23
C 0.03 1.68 -2.47
H -1.77 -0.40 6.70
O -1.92 -0.12 1.54
C -2.11 -0.12 2.90
C -0.52 -0.56 -2.93
O 4.45 -0.31 0.39
H 4.37 -0.70 1.29
H -3.09 -1.01 -1.07
C -0.86 -0.18 3.52
C -3.27 -0.15 3.64
H 3.31 -2.20 -1.93
H -4.03 -0.42 5.62
B -0.54 -0.38 1.28
C -3.12 -0.30 5.03
C 0.51 2.69 -1.46
C -2.77 -1.93 -0.54
C 1.43 3.35 1.11
H -1.01 -4.19 0.74
C -0.44 2.08 -3.72
C 3.17 2.27 -0.80
C -0.70 -0.14 4.89
C -1.86 -0.28 5.63
*
```

Results of the Mulliken charge analysis, in e, for atoms 1 through 6:
1 H 0.371
2 H 0.468
3 H 0.503
4 H 0.460
5 C -1.644
6 C -1.439

***

(2)
Density functional theory data (wB97M-V/def2-TZVPD) for an isolated molecule of C17H27BrN2O2S.

- energy relative to the best compared isomer or geometry (same formula, charge and spin) (kcal/mol) = 3.85
- SMILES = Cc1cc(C)c(S(=O)(=O)NC2CC(C)(C)NC(C)(C)C2)cc1Br
- orbital gap (eV) = 9.246
- LUMO (eV) = 0.608
- E (eV) = -106020.70023

ORCA input file:
```
! RIJCOSX wB97M-V def2-TZVPD def2/J DEFGRID3
* xyz 0 1
C 1.66 -1.68 -1.94
C -0.72 2.16 -0.70
C 1.15 1.39 0.86
H -1.41 0.12 3.10
H -1.71 2.47 3.76
H 2.05 -2.89 1.90
O 3.34 0.23 -0.59
H 0.57 1.68 2.92
C 0.28 2.05 1.94
H 0.46 3.13 1.93
H 2.04 0.15 2.27
C -0.13 3.56 -0.94
O 3.62 -1.43 1.20
H 2.26 -0.91 -2.40
H -2.25 2.96 0.38
C -2.00 2.69 2.73
H -0.96 -0.33 1.46
C 0.16 -3.63 -0.70
C 1.01 -2.95 1.57
H 0.55 3.54 -1.79
C -1.57 0.34 2.05
H 2.01 2.04 0.65
N -1.68 2.12 0.40
H -3.07 2.52 2.63
H -0.42 -4.40 -0.21
C 0.85 -2.52 -2.68
H -0.08 0.15 -0.39
H 0.47 -2.14 2.04
H -1.79 3.75 2.54
H 0.41 3.92 -0.08
H -1.31 -5.13 -2.25
C 0.38 1.14 -0.44
H -0.82 1.69 -2.82
H -0.18 -4.97 -3.61
H 1.09 1.14 -1.27
C -1.23 1.81 1.75
C -1.49 1.74 -1.97
H -1.51 -3.84 -3.45
C 0.96 -2.80 0.08
N 1.65 0.10 1.34
H -2.62 0.16 1.81
H 0.58 -3.89 1.88
H -2.28 2.45 -2.18
C 0.09 -3.51 -2.08
Br 0.80 -2.29 -4.57
C 1.70 -1.82 -0.57
H -1.94 0.76 -1.82
C -0.78 -4.42 -2.89
S 2.75 -0.68 0.34
H -0.93 4.27 -1.17
*
```

Results of the Mulliken charge analysis, in e, for atoms 1 through 6:
1 C -0.462
2 C 1.497
3 C 0.162
4 H 0.369
5 H 0.421
6 H 0.332

***

(3)
Density functional theory data (wB97M-V/def2-TZVPD) for C17H27F6N4O2P2SSbY as an isolated structure.

- energy relative to the best compared isomer or geometry (same formula, charge and spin) (kcal/mol) = 12.07
- orbital gap (spin up / spin down) (eV) = 8.457 / 5.506
- LUMO (spin up / spin down) (eV) = -5.744 / -8.695
- E (eV) = -81416.25130

ORCA input file:
```
! RIJCOSX wB97M-V def2-TZVPD def2/J DEFGRID3
* xyz 2 2
C 0.11 -2.65 -3.54
C -2.43 2.70 -2.80
P -0.67 1.48 1.60
C -1.68 1.80 -2.11
C 0.48 0.12 3.82
H -0.34 -2.91 3.77
N 0.46 1.03 -1.36
H 0.24 2.24 3.71
N 0.70 -3.50 -2.68
H 0.01 4.75 -3.97
H 3.43 -1.97 2.32
H 1.17 -3.67 3.22
H 0.28 -3.99 -0.81
H 1.13 -2.84 4.79
F -2.21 -1.18 1.26
Sb -2.77 -3.03 0.83
O 1.75 -0.83 -0.03
C 0.75 -2.83 3.76
F -2.84 -4.76 0.21
H -3.06 1.83 1.70
S -0.55 -1.17 -3.09
F -2.77 -3.41 2.65
N 0.11 -3.02 -4.82
H 1.05 0.22 4.75
N 0.72 -3.22 -1.30
C -0.31 3.15 0.97
H -2.43 4.48 -4.02
O 3.64 0.37 -0.06
H 3.29 -0.22 2.34
H -0.32 -2.41 -5.50
H 0.68 3.17 0.51
H -1.05 3.42 0.22
Y -0.36 -1.00 -0.26
H -2.25 2.53 3.12
H -3.51 2.59 -2.83
H -2.17 0.97 -1.60
C 1.77 1.18 -1.30
C -1.82 3.78 -3.48
C 1.75 3.12 -2.66
C -0.27 1.93 -2.06
H 2.24 3.93 -3.18
H 1.51 1.64 2.66
H 3.43 -1.11 3.89
H -0.35 3.87 1.78
H -0.54 -0.18 4.10
H 0.50 -3.89 -5.15
H 1.69 -3.14 -1.00
H 1.11 -4.36 -2.99
H -2.53 0.77 2.99
C 0.34 3.01 -2.74
C 3.02 -1.13 2.87
F -0.78 -3.14 0.90
F -2.33 -2.33 -0.91
P 1.24 -1.29 2.98
H 3.54 2.27 -1.83
C 0.50 1.42 3.03
C 2.50 0.19 -0.41
C -0.46 3.93 -3.45
F -4.55 -2.58 0.70
C -2.27 1.67 2.44
C 2.47 2.21 -1.93
*
```

Results of the Mulliken charge analysis, in e, for atoms 1 through 6:
1 C 0.854
2 C -0.883
3 P 1.182
4 C 0.191
5 C -0.990
6 H 0.297

***

(4)
Density functional theory data (wB97M-V/def2-TZVPD) for C17H27FO3Zn as an isolated structure.

- orbital gap (eV) = 1.701
- LUMO (eV) = -13.030
- E (eV) = -75317.73099

ORCA input file:
```
! RIJCOSX wB97M-V def2-TZVPD def2/J DEFGRID3
* xyz 2 1
O 0.95 1.14 -6.02
H -1.69 0.10 -0.79
H 2.97 -0.60 -4.79
C -1.03 1.00 4.06
H -3.68 -1.03 1.16
C -1.54 -1.63 0.62
H 1.29 4.35 4.34
C 0.61 1.00 -4.82
H 0.62 -1.94 -5.83
O -0.42 2.12 -1.67
C 3.38 -2.39 -3.53
C -2.53 -1.02 3.06
H -0.20 -0.98 3.20
Zn 2.61 1.23 5.08
H -2.73 -2.13 3.29
H -2.02 1.31 4.57
H -2.52 0.39 1.21
H -0.50 -1.65 1.09
C -1.14 -0.58 3.75
C 2.70 -1.73 -4.85
C 0.16 -0.18 -2.74
H -2.24 -1.49 -1.56
H -1.12 -1.11 4.78
H 2.87 -3.36 -3.21
H 0.87 -1.39 -0.89
O 0.16 2.00 -3.90
H 3.45 -1.61 -2.67
H 0.82 -2.72 -4.12
H 4.48 -2.59 -3.84
C -0.10 1.39 -2.63
H 2.05 3.49 2.91
H -1.92 2.10 2.34
H -3.36 -0.41 3.59
C 0.61 -0.43 -4.08
H -0.29 1.29 1.97
H -0.94 4.01 3.67
C -2.61 -0.74 1.48
C -1.43 -1.01 -0.88
C -0.23 3.38 3.02
C 1.06 -1.81 -4.78
H 1.43 2.48 4.41
H -0.13 -2.36 -2.09
C 1.22 3.38 3.71
C -0.02 -1.31 -1.60
H -0.10 3.89 1.99
C -0.85 1.92 2.75
F 3.23 -2.23 -6.08
H -0.15 1.13 4.81
H -2.03 -2.66 0.51
*
```

Results of the Mulliken charge analysis, in e, for atoms 1 through 6:
1 O -0.446
2 H 0.387
3 H 0.223
4 C 0.080
5 H 0.376
6 C -0.463

***

The lowest E belongs to which entry? C17H27BrN2O2S